Record 1
{
  "formula": "C39H39Cl4Ge2N6O4W",
  "method": "ωB97M-V/def2-TZVPD",
  "e_lumo_ev": [-6.4930, -7.8619],
  "total_charge": 2,
  "multiplicity": 4,
  "total_energy_ha": -8200.2361,
  "e_above_lowest_kcal_mol": 27.0,
  "species": ["W", "O", "C", "O", "C", "C", "C", "C", "C", "C", "N", "C", "C", "C", "C", "C", "C", "N", "H", "H", "H", "H", "H", "H", "H", "H", "H", "H", "Cl", "C", "C", "Cl", "C", "Cl", "C", "O", "C", "O", "C", "Cl", "C", "Ge", "C", "C", "Ge", "C", "C", "C", "C", "C", "C", "C", "C", "C", "C", "C", "C", "H", "H", "H", "H", "H", "H", "H", "H", "H", "H", "H", "H", "H", "H", "H", "H", "H", "H", "H", "C", "C", "C", "C", "N", "C", "N", "N", "N", "H", "H", "H", "H", "H", "H", "H", "H", "H", "H"],
  "coordinates": [[0.41379, 0.84445, -0.36146], [6.45963, -2.99818, -3.37747], [5.20249, -3.47390, -3.38185], [4.98146, -4.63983, -3.52780], [4.08977, -2.48732, -3.16516], [2.89981, -2.70111, -3.85751], [1.80656, -1.89119, -3.62645], [1.89675, -0.88227, -2.67552], [3.06775, -0.66489, -1.97485], [4.17455, -1.46437, -2.23451], [0.74398, -0.05214, -2.35631], [-0.16037, 0.17186, -3.24659], [-1.31205, 1.05092, -2.93172], [-2.33529, 1.26094, -3.82729], [-3.35588, 2.14333, -3.46178], [-3.27855, 2.78489, -2.24100], [-2.20562, 2.51654, -1.39130], [-1.25365, 1.64896, -1.72488], [6.46650, -2.03331, -3.37030], [2.83504, -3.52726, -4.55227], [0.87965, -2.10996, -4.13915], [3.14816, 0.14988, -1.26922], [5.08486, -1.30510, -1.66864], [-0.06824, -0.22055, -4.25641], [-2.33998, 0.75566, -4.78331], [-4.18376, 2.32779, -4.13274], [-4.03056, 3.49779, -1.93211], [-2.10625, 2.99808, -0.42633], [1.07340, 7.57319, 0.40480], [1.29537, 5.95358, -0.02799], [2.36603, 5.61494, -0.96116], [3.36036, 6.85337, -1.53126], [2.57694, 4.31965, -1.37990], [3.80822, 3.87163, -2.46827], [1.72521, 3.31638, -0.88301], [1.81500, 2.06973, -1.21010], [0.69160, 3.64614, 0.08890], [0.00637, 2.64653, 0.52738], [0.48150, 4.98187, 0.49594], [-0.77834, 5.28950, 1.60570], [3.84745, 1.49737, 1.15858], [2.11753, 0.70514, 1.63561], [1.49238, 1.80291, 3.12897], [2.67823, -1.02592, 2.37648], [0.11936, -1.66613, 0.13794], [-0.61226, -2.38506, 1.76475], [-0.68867, -1.65806, 2.95896], [-1.29662, -2.20502, 4.07683], [-1.85609, -3.47748, 4.01020], [-1.78083, -4.21369, 2.83780], [-1.15098, -3.67440, 1.72199], [0.62644, -3.20693, -0.87569], [-0.21485, -3.80450, -1.81617], [0.20089, -4.93682, -2.50505], [1.46308, -5.46443, -2.27312], [2.29997, -4.88159, -1.33099], [1.88658, -3.75658, -0.62970], [4.34588, 1.71602, 2.10526], [3.79497, 2.42403, 0.58794], [4.46919, 0.78980, 0.60794], [2.11070, 1.56152, 3.99492], [0.44363, 1.65472, 3.38907], [1.63287, 2.86047, 2.89886], [3.09958, -0.82547, 3.36357], [3.47043, -1.44076, 1.74897], [1.89998, -1.77787, 2.49787], [-0.24512, -0.67212, 3.03284], [-1.32160, -1.64848, 5.00542], [-2.33694, -3.90099, 4.88248], [-2.19719, -5.21117, 2.79408], [-1.07126, -4.27472, 0.82455], [-1.20653, -3.40602, -2.01018], [-0.46062, -5.40918, -3.21988], [1.80096, -6.32967, -2.82756], [3.27690, -5.30812, -1.14551], [2.54920, -3.32690, 0.11527], [-5.81610, 1.71116, 1.61017], [-4.94837, 2.00682, 2.83016], [-4.15982, 3.30048, 2.64969], [-4.04270, 0.83153, 3.19082], [-3.15026, 0.43061, 2.08127], [-3.36374, -0.39866, 1.05300], [-2.32951, -0.34961, 0.24935], [-1.49057, 0.53347, 0.83849], [-1.96674, 1.00804, 1.92239], [-6.55159, 2.50179, 1.46788], [-6.36626, 0.77273, 1.71167], [-5.21576, 1.66433, 0.69603], [-5.60404, 2.11559, 3.69867], [-3.45475, 3.22479, 1.81696], [-3.59135, 3.55845, 3.54418], [-4.83704, 4.12693, 2.43545], [-4.61922, -0.05556, 3.45084], [-3.38273, 1.07431, 4.02164], [-4.23831, -1.01739, 0.94090]]
}

=====

Record 2
{
  "formula": "C39H39ClGeInO2P2S2",
  "method": "ωB97M-V/def2-TZVPD",
  "e_lumo_ev": -3.6329,
  "total_charge": 1,
  "total_energy_ha": -5866.2581,
  "e_above_lowest_kcal_mol": 0.0,
  "species": ["In", "Cl", "C", "C", "C", "C", "C", "C", "P", "C", "C", "C", "C", "C", "C", "C", "C", "C", "C", "C", "C", "H", "H", "H", "H", "H", "H", "H", "H", "H", "H", "H", "H", "H", "H", "C", "C", "O", "P", "S", "S", "O", "C", "C", "H", "H", "H", "H", "H", "H", "H", "H", "H", "H", "C", "Ge", "C", "C", "C", "C", "C", "C", "C", "C", "C", "C", "C", "C", "C", "C", "C", "C", "H", "H", "H", "H", "H", "H", "H", "H", "H", "H", "H", "H", "H", "H", "H"],
  "coordinates": [[2.14704, -13.84153, -15.03696], [1.29531, -13.70578, -17.91142], [2.67157, -14.39300, -18.77653], [2.58909, -14.40350, -20.18886], [3.62935, -14.83650, -20.99448], [4.82648, -15.23220, -20.39352], [4.94270, -15.24458, -19.00617], [3.84638, -14.79924, -18.20013], [4.10080, -14.89469, -16.39383], [5.60766, -13.85708, -16.10791], [6.43471, -14.12222, -15.00485], [7.65364, -13.42044, -14.86289], [8.02702, -12.44018, -15.77550], [7.17536, -12.15599, -16.84051], [5.97908, -12.88049, -17.02087], [4.70497, -16.60344, -16.14602], [6.04903, -17.01243, -16.01637], [6.36393, -18.34947, -15.88165], [5.37865, -19.33315, -15.91736], [4.06029, -18.93663, -16.10103], [3.73248, -17.58891, -16.28339], [1.64097, -14.10082, -20.65541], [3.46651, -14.79148, -22.06657], [5.68838, -15.56434, -20.95363], [5.86358, -15.62866, -18.53962], [6.11955, -14.86087, -14.24608], [8.30578, -13.70260, -14.01584], [8.94916, -11.88552, -15.63438], [7.43737, -11.37056, -17.55983], [5.32274, -12.74213, -17.86784], [6.85979, -16.27719, -16.11592], [7.41574, -18.62060, -15.82535], [5.67736, -20.40472, -15.87099], [3.24983, -19.67106, -16.10803], [2.69945, -17.26340, -16.45624], [2.78203, -19.72094, -11.45795], [2.06526, -18.88070, -12.49964], [2.76775, -17.54994, -12.46504], [1.99681, -16.17132, -12.74063], [3.25058, -14.65642, -12.57573], [1.06087, -16.25944, -14.51921], [0.84850, -16.12848, -11.57668], [1.22937, -15.86235, -10.17058], [0.10441, -16.41803, -9.31491], [2.27985, -20.66749, -11.28457], [2.79686, -19.16765, -10.51789], [3.79588, -19.94810, -11.78075], [1.01752, -18.74393, -12.24654], [2.19021, -19.24856, -13.50819], [1.34905, -14.79978, -10.05356], [2.22756, -16.30695, -9.95716], [-0.75522, -15.75509, -9.38856], [0.37040, -16.47594, -8.26823], [-0.17459, -17.40824, -9.65771], [-1.23803, -13.18098, -12.70718], [-0.08703, -12.56132, -14.18911], [0.31524, -10.75502, -13.48867], [-0.74762, -10.04731, -12.97760], [-0.56114, -8.82289, -12.37227], [0.70986, -8.26429, -12.28259], [1.77548, -8.94366, -12.86058], [1.57986, -10.21960, -13.43321], [-1.40920, -12.39432, -15.62173], [-2.47966, -13.27636, -15.54582], [-3.52611, -13.27878, -16.50226], [-3.39247, -12.51304, -17.64673], [-2.25762, -11.68396, -17.81535], [-2.16926, -10.92000, -19.01410], [-1.03715, -10.19120, -19.26883], [-0.03919, -10.10154, -18.26786], [-0.14656, -10.75774, -17.06524], [-1.27368, -11.58732, -16.80118], [-2.23966, -12.72214, -12.74331], [-0.78212, -12.95583, -11.73333], [-1.38272, -14.26452, -12.79795], [-1.77100, -10.44564, -13.06115], [-1.41928, -8.34211, -11.89133], [0.87873, -7.31479, -11.76363], [2.78634, -8.51196, -12.85115], [2.42546, -10.78033, -13.79031], [-2.54649, -13.98034, -14.71900], [-4.40100, -13.91240, -16.33700], [-4.14109, -12.55289, -18.44152], [-2.99743, -10.88366, -19.71702], [-0.94343, -9.70181, -20.21165], [0.81274, -9.45039, -18.45640], [0.63309, -10.65018, -16.30679]]
}